ORCA calculation (ωB97M-V/def2-TZVPD) on a cluster of 10 separate species, C46H113N7O10 in total at a distorted geometry.

Results
**Structure (SMILES)**: CC1(C)CCCC(C)(C)N1O.CC1(C)CCCC(C)(C)N1O.CC1(C)CCCC(C)(C)N1O.COC[C@H](C)N.COC[C@H](C)N.COC[C@H](C)N.COC[C@H](C)N.CO.CO.CO
**Energy**: -2955.7874 Ha
**Spin multiplicity**: 1
**Kohn-Sham gap**: 7.90 eV

Last column: Löwdin charge in e.
Positions of all 176 atoms, in Å:
1 C 4.7185 -3.3449 1.2826  -0.010
2 C 3.1839 -3.6877 1.0974  -0.425
3 C 2.6659 -3.0567 -0.2747  -0.018
4 C 3.0576 -5.2091 0.9545  -0.180
5 C 3.1772 -5.9898 2.2094  -0.176
6 C 2.0190 -5.4618 3.1298  -0.125
7 C 2.0730 -3.9480 3.3429  -0.517
8 C 0.7248 -3.5889 4.0052  -0.023
9 C 3.1742 -3.6638 4.3557  -0.029
10 N 2.2733 -3.1716 2.1300  -0.122
11 O 2.3363 -1.8328 2.3983  -0.012
12 H 4.8171 -2.2651 1.1710  0.067
13 H 5.0878 -3.6344 2.2665  0.059
14 H 5.3972 -3.8432 0.5905  0.078
15 H 3.2994 -3.3081 -1.1253  0.071
16 H 1.6644 -3.3366 -0.6017  0.056
17 H 2.7311 -1.9702 -0.2164  0.063
18 H 2.1448 -5.4925 0.4306  0.101
19 H 3.8620 -5.6858 0.3942  0.119
20 H 3.1129 -7.0544 1.9840  0.111
21 H 4.1565 -5.9000 2.6796  0.107
22 H 2.0120 -5.9664 4.0960  0.113
23 H 1.0868 -5.8505 2.7198  0.113
24 H 0.6075 -2.5175 4.1681  0.059
25 H 0.6709 -4.0059 5.0109  0.088
26 H -0.1024 -3.8982 3.3664  0.081
27 H 3.0929 -2.6235 4.6710  0.090
28 H 4.1547 -4.0296 4.0510  0.068
29 H 2.9907 -4.3281 5.2002  0.080
30 H 1.4777 -1.5316 2.0922  0.053
31 C 1.0538 6.4162 1.7851  -0.014
32 C 0.6275 4.9347 2.0385  -0.422
33 C 1.6604 4.1683 2.8962  -0.042
34 C -0.7955 4.8346 2.7915  -0.097
35 C -1.9681 5.2287 1.8475  -0.194
36 C -1.9672 4.3231 0.6765  -0.179
37 C -0.6663 4.3443 -0.1559  -0.435
38 C -0.8253 3.1960 -1.1595  -0.041
39 C -0.6078 5.6642 -0.9929  -0.028
40 N 0.5466 4.2014 0.7507  -0.134
41 O 1.7143 4.1307 0.0752  -0.018
42 H 1.8678 6.7038 2.4506  0.076
43 H 1.4748 6.5579 0.7898  0.071
44 H 0.2135 7.1072 1.8517  0.069
45 H 1.8808 4.5784 3.8817  0.074
46 H 1.5720 3.0843 2.9687  0.064
47 H 2.6195 4.0914 2.3841  0.069
48 H -0.9725 3.8211 3.1514  0.106
49 H -0.8919 5.5654 3.5945  0.106
50 H -2.9258 5.0089 2.3193  0.112
51 H -1.8913 6.2913 1.6171  0.103
52 H -2.8457 4.5835 0.0862  0.122
53 H -2.2712 3.2972 0.8846  0.101
54 H -0.8642 2.1782 -0.7714  0.070
55 H -0.0130 3.1667 -1.8856  0.072
56 H -1.8361 3.2803 -1.5587  0.080
57 H -0.8331 6.5149 -0.3498  0.064
58 H -1.2577 5.7499 -1.8638  0.080
59 H 0.4032 5.8487 -1.3562  0.074
60 H 1.7481 3.1921 -0.1237  0.049
61 C 2.2609 0.9874 -5.4762  -0.039
62 C 2.4623 0.4250 -4.0631  -0.435
63 C 1.0684 0.5213 -3.4144  -0.039
64 C 2.8257 -1.1301 -4.1933  -0.131
65 C 4.2358 -1.3358 -4.5601  -0.209
66 C 5.1154 -0.7654 -3.4494  -0.122
67 C 4.9145 0.7531 -3.2329  -0.479
68 C 5.5553 1.1320 -1.8833  -0.023
69 C 5.6009 1.5433 -4.3753  -0.028
70 N 3.4636 1.0547 -3.1494  -0.119
71 O 3.1601 2.3799 -2.9131  -0.012
72 H 1.6376 1.8759 -5.5775  0.083
73 H 3.2032 1.3235 -5.9088  0.061
74 H 1.8771 0.3317 -6.2577  0.089
75 H 0.7037 1.5310 -3.2257  0.063
76 H 0.3209 0.0029 -4.0149  0.087
77 H 1.0218 0.0439 -2.4357  0.070
78 H 2.7004 -1.6381 -3.2371  0.110
79 H 2.2725 -1.5402 -5.0382  0.119
80 H 4.5711 -2.3534 -4.7606  0.116
81 H 4.4503 -0.8977 -5.5349  0.112
82 H 6.1498 -0.9578 -3.7342  0.123
83 H 4.9319 -1.2217 -2.4766  0.110
84 H 5.2653 0.3956 -1.1338  0.072
85 H 5.2486 2.1353 -1.5877  0.084
86 H 6.6434 1.1032 -1.9423  0.091
87 H 6.6838 1.4197 -4.3668  0.086
88 H 5.4380 2.6125 -4.2402  0.077
89 H 5.2462 1.3988 -5.3958  0.066
90 H 3.3284 2.8186 -3.7502  0.100
91 C 0.3288 0.5979 4.5989  -0.089
92 O 0.7544 1.5781 5.5517  -0.193
93 C -0.2605 2.0023 6.4391  -0.208
94 C 0.3236 3.1740 7.3020  -0.389
95 C -0.6141 3.6068 8.4514  -0.082
96 N 0.6264 4.3971 6.4858  0.052
97 H 1.1523 0.4408 3.9024  0.079
98 H -0.5810 0.9275 4.0972  0.085
99 H 0.0399 -0.3483 5.0564  0.074
100 H -1.1720 2.4131 6.0048  0.116
101 H -0.6773 1.1335 6.9485  0.119
102 H 1.2227 2.8830 7.8451  0.130
103 H -0.9447 2.7815 9.0819  0.070
104 H -1.5150 4.0158 7.9939  0.067
105 H -0.2648 4.3992 9.1134  0.073
106 H -0.2074 4.7386 6.0294  0.052
107 H 1.0875 3.9302 5.7181  0.024
108 C 2.0439 -7.8654 -2.6831  -0.130
109 O 0.7446 -7.3692 -2.8246  -0.189
110 C 0.7465 -5.9535 -2.5549  -0.195
111 C -0.6498 -5.3623 -2.7556  -0.435
112 C -0.7741 -3.8734 -2.4420  -0.049
113 N -1.6153 -6.0492 -1.9185  0.043
114 H 2.7570 -7.6128 -3.4677  0.087
115 H 1.8248 -8.9318 -2.7358  0.093
116 H 2.4959 -7.6181 -1.7225  0.080
117 H 1.0680 -5.8494 -1.5186  0.100
118 H 1.5302 -5.4970 -3.1594  0.124
119 H -0.8704 -5.6081 -3.7943  0.138
120 H -0.0107 -3.2861 -2.9523  0.072
121 H -0.6372 -3.7696 -1.3656  0.056
122 H -1.7654 -3.5396 -2.7488  0.083
123 H -1.4587 -5.7229 -0.9756  0.061
124 H -1.3371 -7.0130 -1.8005  0.064
125 C -6.8535 3.3020 -5.4078  -0.116
126 O -6.1541 2.5871 -4.3965  -0.203
127 C -4.8550 2.0255 -4.7955  -0.162
128 C -4.3663 1.2769 -3.5693  -0.460
129 C -2.8940 0.8698 -3.5555  -0.070
130 N -5.1564 0.0534 -3.4607  0.045
131 H -7.8965 3.4990 -5.1600  0.082
132 H -6.8076 2.8578 -6.4021  0.083
133 H -6.3883 4.2858 -5.4700  0.078
134 H -4.8080 1.3351 -5.6376  0.128
135 H -4.2314 2.8998 -4.9824  0.121
136 H -4.4316 1.9059 -2.6816  0.109
137 H -2.4885 0.3324 -2.6982  0.066
138 H -2.3276 1.7483 -3.8643  0.068
139 H -2.7517 0.2845 -4.4639  0.073
140 H -4.9902 -0.3989 -2.5730  0.011
141 H -6.1200 0.3383 -3.3582  0.054
142 C -8.7768 1.0397 0.4327  -0.081
143 O -7.4386 0.7403 0.8690  -0.209
144 C -6.6996 -0.0663 -0.0190  -0.180
145 C -5.1775 -0.0528 0.3008  -0.410
146 C -4.5389 1.2924 0.3151  -0.053
147 N -4.4619 -0.8174 -0.7011  0.035
148 H -9.3097 0.1268 0.1667  0.081
149 H -8.7237 1.7250 -0.4133  0.089
150 H -9.2564 1.4315 1.3296  0.089
151 H -7.1928 -1.0290 0.1159  0.124
152 H -6.9034 0.2810 -1.0318  0.113
153 H -4.9015 -0.5628 1.2238  0.119
154 H -4.9193 1.8779 1.1522  0.086
155 H -4.8432 1.8415 -0.5760  0.078
156 H -3.4577 1.3263 0.4484  0.068
157 H -3.5090 -0.8514 -0.3681  0.057
158 H -4.7931 -1.7688 -0.6289  0.080
159 C 3.4505 1.3944 0.8620  -0.090
160 O 2.4709 1.5369 -0.1991  -0.142
161 H 3.0190 1.6689 1.8246  0.073
162 H 3.7875 0.3578 0.8599  0.067
163 H 4.3405 2.0138 0.7506  0.083
164 H 2.8958 1.5776 -1.0590  0.038
165 C -3.4762 -2.8611 2.6613  -0.127
166 O -2.9445 -2.9716 1.3208  -0.142
167 H -3.8575 -3.8646 2.8499  0.075
168 H -2.7664 -2.6005 3.4463  0.078
169 H -4.3604 -2.2390 2.7999  0.063
170 H -3.5921 -3.3740 0.7374  0.068
171 C -0.5303 -0.9213 0.3805  -0.146
172 O 0.3700 -0.3028 1.2389  -0.117
173 H -0.5273 -2.0102 0.3306  0.071
174 H -1.4975 -0.6637 0.8121  0.061
175 H -0.5952 -0.3878 -0.5678  0.073
176 H 0.8711 0.3447 0.7377  0.057